DFT (the ωB97M-V functional and the def2-TZVPD basis) results for a structure of composition C46H53GeO2Os.

Geometry as XYZ:
```
103
Properties=species:S:1:pos:R:3:lowdin_charge:R:1
Os 1.01 -1.31 -0.37 1.633
C 0.65 -3.16 0.70 -0.111
C 0.82 -3.44 -0.71 -0.235
C -0.30 -2.75 -1.37 -0.211
C -1.11 -2.18 -0.31 -0.060
C -0.59 -2.50 0.95 -0.210
C -1.24 -2.24 2.29 -0.536
C -1.11 -0.78 2.72 -0.031
C -0.58 -3.13 3.35 -0.038
C -2.73 -2.60 2.17 -0.022
C -0.78 -2.69 -2.82 -0.524
C -1.21 -4.11 -3.25 -0.020
C -2.02 -1.78 -2.91 -0.058
C 0.25 -2.11 -3.80 -0.038
C 1.87 -4.48 -1.13 -0.524
C 2.34 -4.42 -2.58 -0.040
C 1.23 -5.85 -0.86 -0.019
C 3.13 -4.34 -0.25 -0.043
H 1.30 -3.52 1.47 0.120
H -1.99 -1.58 -0.47 0.100
H -0.08 -0.50 2.90 0.082
H -1.67 -0.65 3.65 0.097
H -1.55 -0.11 1.98 0.075
H 0.46 -2.87 3.51 0.091
H -0.64 -4.19 3.08 0.096
H -1.10 -3.00 4.30 0.096
H -3.24 -1.93 1.49 0.073
H -3.20 -2.51 3.15 0.096
H -2.86 -3.63 1.83 0.098
H -1.98 -4.49 -2.57 0.100
H -0.39 -4.82 -3.25 0.059
H -1.63 -4.07 -4.25 0.097
H -2.86 -2.16 -2.32 0.089
H -2.34 -1.74 -3.95 0.099
H -1.78 -0.76 -2.60 0.086
H 1.19 -2.64 -3.82 0.053
H 0.45 -1.07 -3.55 0.081
H -0.17 -2.14 -4.81 0.097
H 1.54 -4.61 -3.30 0.067
H 3.09 -5.19 -2.73 0.097
H 2.80 -3.46 -2.81 0.058
H 0.35 -6.02 -1.48 0.082
H 0.94 -5.95 0.18 0.092
H 1.95 -6.64 -1.09 0.097
H 3.54 -3.33 -0.31 0.075
H 3.88 -5.04 -0.61 0.094
H 2.94 -4.59 0.79 0.082
C 2.52 -1.02 -1.52 -0.138
C 3.49 -0.87 -2.27 -0.020
C 4.60 -0.69 -3.12 -0.240
C 5.53 -1.72 -3.28 -0.011
C 6.61 -1.55 -4.12 -0.055
C 6.76 -0.35 -4.81 -0.043
C 5.84 0.69 -4.66 -0.056
C 4.76 0.53 -3.81 -0.007
H 5.39 -2.65 -2.74 0.117
H 7.33 -2.34 -4.25 0.113
H 7.61 -0.21 -5.47 0.115
H 5.97 1.61 -5.20 0.113
H 4.04 1.32 -3.67 0.123
O 0.63 0.76 -0.79 -0.092
C 1.06 1.09 0.35 -0.592
O 1.41 0.10 1.08 -0.101
C 1.32 2.50 0.75 -0.141
C 0.27 3.48 0.24 -0.234
Ge -1.32 3.70 1.40 1.016
C -2.13 5.44 1.04 -0.272
C -2.78 5.66 -0.17 -0.108
C -3.36 6.88 -0.46 -0.084
C -3.30 7.91 0.48 -0.084
C -2.67 7.70 1.70 -0.080
C -2.08 6.47 1.98 -0.101
C -2.66 2.34 1.03 -0.274
C -3.78 2.26 1.86 -0.107
C -4.80 1.35 1.59 -0.069
C -4.72 0.53 0.47 -0.085
C -3.62 0.61 -0.36 -0.100
C -2.59 1.50 -0.08 -0.111
C -0.69 3.64 3.24 -0.282
C 0.33 4.51 3.63 -0.127
C 0.82 4.50 4.93 -0.077
C 0.29 3.61 5.86 -0.080
C -0.73 2.75 5.49 -0.078
C -1.21 2.76 4.19 -0.104
H 2.30 2.74 0.32 0.142
H 1.45 2.52 1.84 0.117
H -0.03 3.24 -0.78 0.074
H 0.73 4.47 0.19 0.078
H -2.84 4.86 -0.91 0.100
H -3.86 7.04 -1.40 0.104
H -3.76 8.87 0.26 0.105
H -2.63 8.49 2.43 0.105
H -1.60 6.32 2.93 0.089
H -3.87 2.91 2.73 0.107
H -5.66 1.30 2.25 0.108
H -5.53 -0.16 0.25 0.107
H -3.57 -0.01 -1.25 0.087
H -1.72 1.53 -0.73 0.084
H 0.75 5.20 2.92 0.107
H 1.61 5.18 5.21 0.107
H 0.67 3.61 6.88 0.106
H -1.15 2.06 6.22 0.105
H -2.02 2.09 3.92 0.080
```

The calculation puts the calculated total energy at -111633.815 eV. The net charge is +1. Its spin multiplicity is 1. The gap between HOMO and LUMO (spin up / spin down) comes out at 0.21725 / 0.20248 Ha. The LUMO energy (spin up / spin down) is -0.184 / -0.199 Ha.